{
  "formula": "H2P2",
  "method": "ωB97M-V/def2-TZVPD",
  "relative_energy_kcal_mol": 5.9,
  "max_force_ha_per_bohr": 0.0589,
  "e_tot_ev": -18608.1934,
  "multiplicity": 1,
  "elements": ["P", "P", "H", "H"],
  "xyz": [[-1.020, 0.038, -0.145], [0.990, -0.074, -0.079], [-1.005, -1.237, 0.174], [1.035, 1.274, 0.051]]
}

{
  "formula": "H2P2S4",
  "method": "ωB97M-V/def2-TZVPD",
  "relative_energy_kcal_mol": 27.8,
  "smiles": "S=[PH]1SP(S)S1",
  "max_force_ha_per_bohr": 0.0869,
  "e_tot_ev": -61951.3331,
  "multiplicity": 1,
  "elements": ["P", "P", "S", "S", "S", "S", "H", "H"],
  "xyz": [[-0.836, 0.710, -0.969], [1.467, -0.260, 0.558], [3.704, -0.382, 0.004], [0.200, -1.234, -0.785], [0.283, 1.519, 0.684], [-2.692, 0.376, -0.052], [1.157, -0.855, 1.782], [-3.283, 0.127, -1.222]]
}

{
  "formula": "H2P4S3",
  "method": "ωB97M-V/def2-TZVPD",
  "relative_energy_kcal_mol": 6.5,
  "smiles": "[S-]P1#[PH]P([S-])#S#[PH]1",
  "max_force_ha_per_bohr": 0.0485,
  "total_charge": -2,
  "e_tot_ev": -69695.2622,
  "multiplicity": 1,
  "elements": ["P", "P", "P", "P", "S", "S", "S", "H", "H"],
  "xyz": [[-0.278, 1.558, -0.008], [0.955, -1.723, -0.392], [1.515, 0.268, 0.561], [-1.793, 0.108, -0.725], [3.284, 0.637, -0.188], [-3.533, 0.586, 0.242], [-1.024, -1.989, 0.327], [-0.926, 1.400, 1.277], [0.507, -1.485, -1.717]]
}

{
  "formula": "H30KrO15",
  "method": "ωB97M-V/def2-TZVPD",
  "relative_energy_kcal_mol": 1.1,
  "max_force_ha_per_bohr": 0.0249,
  "e_tot_ev": -106131.0961,
  "multiplicity": 1,
  "elements": ["Kr", "O", "H", "H", "O", "H", "H", "O", "H", "H", "O", "H", "H", "O", "H", "H", "O", "H", "H", "O", "H", "H", "O", "H", "H", "O", "H", "H", "O", "H", "H", "O", "H", "H", "O", "H", "H", "O", "H", "H", "O", "H", "H", "O", "H", "H"],
  "xyz": [[-0.212, 0.391, -0.233], [-3.008, -1.793, 0.744], [-2.263, -2.360, 0.941], [-3.749, -2.207, 1.187], [1.324, -1.544, 2.804], [1.984, -1.346, 2.140], [0.831, -0.729, 2.902], [-3.688, -1.351, -1.850], [-4.409, -0.726, -1.779], [-3.345, -1.423, -0.959], [-0.275, 0.714, -3.421], [-0.326, 1.587, -3.033], [-1.187, 0.452, -3.545], [-2.947, 0.673, 2.309], [-3.145, 0.355, 3.190], [-2.888, -0.119, 1.775], [-0.213, 3.476, -2.776], [0.437, 3.777, -2.141], [0.106, 3.801, -3.618], [3.254, -0.937, 0.934], [3.908, -1.613, 1.114], [3.331, -0.773, -0.005], [-2.654, 3.245, -1.083], [-3.116, 3.407, -1.906], [-1.733, 3.176, -1.335], [0.084, 1.060, 3.063], [0.597, 1.715, 2.589], [-0.741, 1.006, 2.579], [1.348, -1.762, -2.596], [1.029, -0.983, -3.053], [0.570, -2.127, -2.173], [2.938, 1.689, 1.808], [3.030, 0.905, 1.265], [3.599, 1.584, 2.493], [3.115, 0.397, -1.786], [2.431, -0.234, -2.010], [3.762, 0.310, -2.486], [-0.799, -3.434, 1.426], [-0.023, -2.993, 1.773], [-0.701, -4.345, 1.704], [-0.173, -3.700, -1.369], [0.579, -4.290, -1.324], [-0.280, -3.379, -0.474], [0.893, 3.451, 1.841], [0.969, 3.942, 2.660], [1.757, 3.057, 1.717]]
}

{
  "formula": "H30NO13",
  "method": "ωB97M-V/def2-TZVPD",
  "relative_energy_kcal_mol": 178.6,
  "max_force_ha_per_bohr": 0.1962,
  "total_charge": 1,
  "e_tot_ev": -28585.5815,
  "multiplicity": 1,
  "elements": ["N", "H", "H", "H", "H", "O", "H", "H", "O", "H", "H", "O", "H", "H", "O", "H", "H", "O", "H", "H", "O", "H", "H", "O", "H", "H", "O", "H", "H", "O", "H", "H", "O", "H", "H", "O", "H", "H", "O", "H", "H", "O", "H", "H"],
  "xyz": [[21.040, 0.193, 8.423], [21.107, 0.311, 7.444], [21.300, -0.686, 8.777], [20.086, 0.265, 8.821], [21.653, 1.180, 8.769], [22.084, -3.645, 7.163], [22.038, -3.157, 7.891], [21.959, -3.196, 6.414], [19.269, 2.619, 9.409], [19.579, 2.864, 8.430], [18.590, 3.178, 9.451], [21.516, 0.726, 11.656], [22.037, 1.502, 12.113], [20.781, 0.625, 12.173], [19.163, 2.139, 6.055], [18.693, 1.400, 5.832], [19.833, 1.846, 5.638], [22.324, -2.216, 9.817], [21.362, -2.536, 9.911], [22.778, -3.049, 9.741], [21.138, -1.073, 5.693], [21.813, -0.926, 5.089], [20.301, -1.178, 5.145], [18.167, 0.037, 7.481], [17.990, 0.164, 6.622], [18.892, -0.682, 7.598], [23.576, 0.321, 7.072], [23.246, 0.842, 6.380], [23.912, -0.382, 6.550], [18.831, 0.654, 11.309], [19.066, 1.315, 10.751], [17.876, 0.636, 11.520], [23.731, 2.295, 9.124], [24.161, 1.644, 9.590], [24.299, 2.871, 8.586], [22.101, 1.850, 5.622], [21.587, 1.700, 4.855], [22.069, 2.741, 5.675], [19.404, -1.471, 10.017], [18.580, -1.961, 9.917], [18.990, -0.723, 10.444], [24.524, 0.001, 9.842], [23.797, -0.538, 10.003], [24.596, -0.245, 8.885]]
}

{
  "formula": "H30NO13",
  "method": "ωB97M-V/def2-TZVPD",
  "relative_energy_kcal_mol": 139.7,
  "max_force_ha_per_bohr": 0.1301,
  "total_charge": 1,
  "e_tot_ev": -28587.2658,
  "multiplicity": 1,
  "elements": ["N", "H", "H", "H", "H", "O", "H", "H", "O", "H", "H", "O", "H", "H", "O", "H", "H", "O", "H", "H", "O", "H", "H", "O", "H", "H", "O", "H", "H", "O", "H", "H", "O", "H", "H", "O", "H", "H", "O", "H", "H", "O", "H", "H"],
  "xyz": [[-0.182, 0.422, -0.471], [0.540, 0.862, 0.166], [-0.911, -0.023, 0.284], [0.225, -0.357, -1.098], [-0.407, 1.066, -1.293], [-3.370, -2.207, -0.332], [-2.985, -2.901, 0.158], [-3.220, -1.493, 0.352], [-3.024, -0.104, 1.240], [-2.917, -0.375, 2.068], [-3.853, 0.380, 1.299], [1.262, -2.354, -2.108], [1.075, -2.570, -3.016], [1.905, -1.630, -2.317], [-2.367, 2.761, -0.267], [-3.063, 2.280, 0.155], [-2.641, 3.096, -1.154], [-0.560, -1.946, 1.902], [-1.223, -2.557, 2.246], [-0.363, -2.674, 1.310], [2.705, 2.166, -0.172], [3.428, 1.740, 0.367], [2.033, 2.537, 0.413], [-2.051, -0.768, -2.462], [-2.502, -1.602, -1.863], [-2.050, -1.074, -3.452], [0.613, 3.390, -1.825], [-0.159, 3.808, -2.206], [1.046, 3.836, -1.101], [2.445, -1.402, 1.188], [2.996, -0.988, 0.648], [2.376, -0.625, 1.796], [0.851, 0.354, 2.931], [1.626, 0.156, 3.565], [0.428, -0.448, 2.802], [1.069, 2.963, 1.917], [1.419, 3.443, 2.670], [1.002, 2.022, 2.336], [2.384, 0.365, -2.245], [2.733, 1.128, -2.745], [2.290, 0.954, -1.510], [0.735, -3.974, 0.242], [-0.152, -4.523, -0.011], [0.794, -3.126, -0.402]]
}

{
  "formula": "H30NeO15",
  "method": "ωB97M-V/def2-TZVPD",
  "relative_energy_kcal_mol": 17.6,
  "max_force_ha_per_bohr": 0.0248,
  "e_tot_ev": -34709.5146,
  "multiplicity": 1,
  "elements": ["Ne", "O", "H", "H", "O", "H", "H", "O", "H", "H", "O", "H", "H", "O", "H", "H", "O", "H", "H", "O", "H", "H", "O", "H", "H", "O", "H", "H", "O", "H", "H", "O", "H", "H", "O", "H", "H", "O", "H", "H", "O", "H", "H", "O", "H", "H"],
  "xyz": [[0.129, 0.008, -0.066], [-2.249, 0.146, -3.322], [-2.215, -0.758, -3.009], [-2.008, 0.089, -4.247], [-3.138, 0.585, 1.830], [-3.397, 0.011, 1.108], [-3.240, 1.470, 1.481], [0.089, 3.450, 0.473], [-0.591, 3.240, -0.167], [0.777, 3.876, -0.039], [-0.338, -3.130, 1.022], [0.404, -2.550, 1.192], [-0.678, -2.844, 0.175], [3.761, 0.053, 0.426], [4.122, 0.747, 0.977], [4.514, -0.282, -0.062], [-1.833, -2.185, -1.459], [-2.061, -3.091, -1.668], [-0.900, -2.120, -1.660], [1.217, -1.912, 4.075], [2.115, -1.886, 4.407], [1.312, -1.882, 3.123], [0.884, -2.543, -2.217], [0.710, -3.061, -3.003], [0.893, -1.636, -2.525], [-1.657, 2.293, -1.563], [-1.698, 1.492, -2.085], [-2.539, 2.393, -1.207], [-1.002, 1.267, 3.314], [-1.474, 1.915, 3.837], [-1.650, 0.948, 2.686], [0.984, 0.480, -2.932], [1.538, 0.984, -2.335], [0.838, 1.064, -3.675], [-4.043, -0.979, -0.314], [-3.326, -1.282, -0.872], [-4.315, -1.758, 0.170], [3.140, 1.761, -1.617], [3.496, 1.124, -0.997], [2.839, 2.486, -1.070], [2.177, -1.870, 1.555], [2.517, -1.021, 1.272], [2.631, -2.506, 1.003], [1.397, 2.565, 2.880], [1.109, 2.973, 2.063], [0.755, 1.874, 3.042]]
}

{
  "formula": "H30O15",
  "method": "ωB97M-V/def2-TZVPD",
  "relative_energy_kcal_mol": 9.6,
  "max_force_ha_per_bohr": 0.0629,
  "e_tot_ev": -31201.2505,
  "multiplicity": 1,
  "elements": ["O", "H", "H", "O", "H", "H", "O", "H", "H", "O", "H", "H", "O", "H", "H", "O", "H", "H", "O", "H", "H", "O", "H", "H", "O", "H", "H", "O", "H", "H", "O", "H", "H", "O", "H", "H", "O", "H", "H", "O", "H", "H", "O", "H", "H"],
  "xyz": [[3.051, -0.862, 0.421], [2.763, -1.726, 0.144], [3.977, -0.973, 0.615], [-2.102, 0.375, -1.663], [-2.906, -0.040, -1.436], [-1.523, 0.323, -0.903], [-3.130, 1.662, 1.161], [-3.037, 0.714, 1.218], [-3.045, 2.046, 2.103], [0.257, 0.099, -3.385], [0.758, 0.772, -2.928], [-0.701, 0.363, -3.309], [-1.631, -1.981, -2.407], [-1.878, -1.970, -3.305], [-1.593, -1.051, -2.044], [2.515, 1.792, 1.041], [2.703, 0.847, 1.008], [3.185, 2.207, 1.572], [-0.286, 0.074, 0.334], [-0.194, 1.045, 0.589], [0.526, -0.211, -0.122], [-3.173, -1.108, 1.292], [-4.011, -1.614, 1.217], [-2.463, -1.773, 1.127], [1.373, 2.031, -1.613], [0.599, 2.102, -1.033], [2.067, 2.147, -0.992], [1.009, -2.113, -1.365], [0.195, -1.956, -1.874], [1.749, -1.682, -1.755], [0.537, 1.841, 3.142], [1.246, 1.726, 2.532], [0.790, 1.348, 3.941], [-1.018, -2.667, 0.803], [-0.990, -3.549, 0.407], [-0.415, -2.118, 0.290], [3.187, -0.693, -2.230], [3.348, 0.133, -2.620], [3.246, -0.549, -1.271], [-0.435, -1.015, 3.250], [-0.669, -1.894, 3.535], [-0.970, -0.834, 2.474], [-0.782, 2.756, 0.360], [-1.636, 2.474, 0.761], [-0.503, 3.503, 0.919]]
}

| no. | lowest unoccupied orbital energy (hartree) |
| --- | --- |
| 1 | -0.034 |
| 2 | -0.044 |
| 3 | 0.207 |
| 4 | 0.005 |
| 5 | -0.129 |
| 6 | -0.109 |
| 7 | -0.010 |
| 8 | -0.005 |